No. 1
One molecule with the formula C4H4N2O, computed with the ωB97M-V functional and the def2-TZVPD basis.

Calculated values
Molecular weight (g mol⁻¹): 96.09
Kohn-Sham gap (eV): 8.898
Relative energy (zero: lowest compared OMol25 entry of this formula, charge and spin) (kcal per mole): 49.9
HOMO (eV): -9.25
Total energy (eV): -9238.3232
Net charge: 0
Maximum force (Eh/bohr): 0.13217
E_LUMO (eV): -0.35

```
11
Properties=species:S:1:pos:R:3:forces:R:3:mulliken_charge:R:1
H 1.17659 -1.10369 -1.40830 0.15 -1.92 -0.13 0.319
N 0.91108 -1.77328 -0.62194 -0.80 3.60 0.62 -0.674
C 0.27437 -0.83748 0.03424 0.95 -3.00 -0.50 0.456
C -0.38843 -0.79473 1.38985 -0.03 0.02 -0.80 -0.421
C -0.94438 0.43845 1.30949 1.50 0.47 4.78 -0.316
N -0.36475 1.24825 0.37153 -2.14 6.34 -1.21 -0.092
C 0.09450 0.55751 -0.64386 0.95 -2.72 0.80 0.390
O 0.35780 0.83166 -1.77023 0.47 0.58 -1.23 -0.574
H -0.25697 -1.43109 2.33444 -0.65 0.81 -2.05 0.316
H -1.25054 1.04174 2.19114 -0.59 -0.89 -0.64 0.295
H -0.57212 2.33242 0.25907 0.20 -3.30 0.35 0.302
```
Forces are in eV/Å.

=====

No. 2
One molecule with the formula C4H4N2O, computed with the ωB97M-V functional and the def2-TZVPD basis.

Calculated values
Molecular weight (g mol⁻¹): 96.09
Kohn-Sham gap (spin up / spin down) (eV): 8.222 / 8.222
Relative energy (zero: lowest compared OMol25 entry of this formula, charge and spin) (kcal per mole): 107.5
HOMO (spin up / spin down) (eV): -8.75 / -8.75
Total energy (eV): -9235.8279
Net charge: 0
Maximum force (Eh/bohr): 0.01348
E_LUMO (spin up / spin down) (eV): -0.53 / -0.53

```
11
Properties=species:S:1:pos:R:3:forces:R:3:mulliken_charge:R:1
N -1.95566 1.65830 0.65934 0.63 -0.21 -0.19 -0.533
C -0.81919 1.31496 0.34535 -0.28 0.15 0.19 0.609
C 0.36184 0.91939 -0.06826 -0.20 0.12 0.04 -0.780
C 0.96175 -0.38468 0.30172 -0.05 -0.27 -0.12 -0.106
C 0.63640 -1.58225 -0.19317 0.13 0.20 0.23 -0.165
N -0.40613 -1.83699 -1.15872 -0.04 0.38 -0.28 -0.074
O -0.50817 -0.99098 -2.01336 0.04 -0.36 0.26 -0.251
H -2.01996 2.16107 1.54474 0.00 -0.04 -0.07 0.294
H 0.94073 1.60406 -0.68216 -0.09 -0.05 0.08 0.324
H 1.74018 -0.36524 1.06471 -0.10 -0.02 -0.10 0.316
H 1.06821 -2.49762 0.19982 -0.04 0.10 -0.05 0.367
```
Forces are in eV/Å.

=====

No. 3
One molecule with the formula C4H4N2O, computed with the ωB97M-V functional and the def2-TZVPD basis.

Calculated values
Molecular weight (g mol⁻¹): 96.09
Kohn-Sham gap (eV): 8.239
Relative energy (zero: lowest compared OMol25 entry of this formula, charge and spin) (kcal per mole): 116.4
HOMO (eV): -8.23
Total energy (eV): -9235.4405
Net charge: 0
Maximum force (Eh/bohr): 0.02261
E_LUMO (eV): 0.01

```
11
Properties=species:S:1:pos:R:3:forces:R:3:mulliken_charge:R:1
O 2.05094 -1.43057 -0.40297 -0.62 0.34 0.08 -0.483
C 1.12335 -0.68217 -0.25397 0.50 -0.34 -0.14 0.415
C 1.13999 0.72993 0.18937 0.03 0.22 -0.25 -0.318
C -0.08889 1.22339 0.10870 0.31 -0.17 0.00 -0.214
N -1.01661 0.16606 -0.10951 0.39 -0.47 -0.88 0.133
C -0.90458 -1.15180 0.70449 -0.40 -0.26 0.82 -0.487
N -0.24725 -1.05994 -0.60041 -0.14 1.15 0.12 -0.312
H 2.05404 1.25698 0.41710 -0.10 -0.02 -0.03 0.402
H -0.42861 2.25418 0.11725 -0.10 -0.30 0.32 0.396
H -1.82550 0.36260 -0.69118 0.17 -0.23 -0.01 0.319
H -1.85686 -1.66865 0.52114 -0.02 0.08 -0.04 0.150
```
Forces are in eV/Å.

=====

No. 4
One molecule with the formula C4H4N2O, computed with the ωB97M-V functional and the def2-TZVPD basis.

Calculated values
Molecular weight (g mol⁻¹): 96.09
Kohn-Sham gap (eV): 9.111
Relative energy (zero: lowest compared OMol25 entry of this formula, charge and spin) (kcal per mole): 77.4
HOMO (eV): -9.43
Total energy (eV): -9237.1307
Net charge: 0
Maximum force (Eh/bohr): 0.03866
E_LUMO (eV): -0.32

```
11
Properties=species:S:1:pos:R:3:forces:R:3:mulliken_charge:R:1
O -2.75698 -1.07826 -0.09659 0.28 0.26 0.07 -0.463
C -2.11966 -0.06354 0.02666 0.51 -0.95 0.09 0.022
C -0.65508 0.05061 0.36599 1.45 -1.08 -0.83 0.216
C 0.13419 1.09574 0.00771 -0.21 0.20 0.06 0.030
N 1.44168 1.01298 -0.26081 0.12 0.18 0.15 -0.643
C 1.81200 -0.26000 -0.12255 -0.34 0.38 0.05 -0.024
N 0.91447 -1.17195 0.16099 -0.90 0.98 -0.08 -0.375
H -2.65102 0.92617 -0.14606 0.98 -0.43 0.40 0.274
H -0.35658 2.06673 -0.02589 0.13 0.02 -0.14 0.352
H 2.88183 -0.47905 -0.24266 -0.50 -0.20 0.11 0.366
H 1.35513 -2.09942 0.33321 -1.49 0.65 0.12 0.243
```
Forces are in eV/Å.

=====

No. 5
One molecule with the formula C4H4N2O2, computed with the ωB97M-V functional and the def2-TZVPD basis.

Calculated values
Molecular weight (g mol⁻¹): 112.09
Kohn-Sham gap (eV): 8.903
Relative energy (zero: lowest compared OMol25 entry of this formula, charge and spin) (kcal per mole): 45.8
HOMO (eV): -10.66
Total energy (eV): -11286.5531
Net charge: 0
Maximum force (Eh/bohr): 0.04170
E_LUMO (eV): -1.76

```
12
Properties=species:S:1:pos:R:3:forces:R:3:mulliken_charge:R:1
O 3.15589 -0.45821 -0.22876 -0.63 -0.47 0.05 -0.451
C 1.97984 -0.25182 -0.10967 0.99 0.27 0.00 0.420
C 1.39553 1.15277 0.02038 -0.67 -0.13 -0.36 -0.012
N 0.12721 1.05313 0.06311 0.50 1.38 0.03 -0.498
C -0.13065 -0.33898 0.00202 1.52 -1.49 0.22 0.570
C -1.51997 -0.73916 0.14561 -0.82 -1.02 0.15 -0.227
O -2.39010 0.17720 -0.43159 -0.61 0.06 -0.25 -0.511
N 0.87561 -1.15323 -0.08480 -0.33 0.97 -0.09 -0.551
H 1.95111 2.08494 -0.02653 -0.07 -0.15 0.20 0.414
H -1.70405 -0.88013 1.23178 0.00 0.00 -0.28 0.189
H -1.67111 -1.70048 -0.35748 0.03 0.09 0.27 0.294
H -2.06932 1.05398 -0.22407 0.08 0.50 0.08 0.364
```
Forces are in eV/Å.

=====

No. 6
One molecule with the formula C4H4N2O2, computed with the ωB97M-V functional and the def2-TZVPD basis.

Calculated values
Molecular weight (g mol⁻¹): 112.09
Kohn-Sham gap (eV): 9.699
Relative energy (zero: lowest compared OMol25 entry of this formula, charge and spin) (kcal per mole): 132.0
HOMO (eV): -9.27
Total energy (eV): -11282.8158
Net charge: 0
Maximum force (Eh/bohr): 0.14997
E_LUMO (eV): 0.43

```
12
Properties=species:S:1:pos:R:3:forces:R:3:mulliken_charge:R:1
O 2.63653 0.94750 -0.16463 1.77 4.41 -0.30 -0.600
N 1.94985 0.01254 -0.09332 -1.22 -2.49 -0.20 0.960
O 2.44402 -1.09335 0.11816 -0.85 -0.68 0.05 -0.641
C 0.49193 0.15447 -0.28818 2.09 -1.79 1.16 0.293
C -0.38359 1.23949 -0.04825 1.93 -1.87 -1.20 -0.443
C -1.55098 0.60276 -0.04413 -5.53 1.66 3.42 -0.458
N -1.48307 -0.83120 -0.16775 4.78 6.05 -0.19 0.004
C -0.14990 -1.04089 -0.18309 2.21 -1.97 -0.26 -0.271
H -0.04058 2.21547 0.15638 -0.39 0.97 0.08 0.461
H -2.37026 1.21429 0.65837 1.26 -2.29 -2.71 0.212
H -2.10734 -1.48005 0.02818 -3.77 -3.15 1.06 0.131
H 0.56338 -1.94104 0.02827 -2.27 1.16 -0.90 0.351
```
Forces are in eV/Å.

=====

No. 7
One molecule with the formula C4H4N2O2, computed with the ωB97M-V functional and the def2-TZVPD basis.

Calculated values
Molecular weight (g mol⁻¹): 112.09
Kohn-Sham gap (eV): 8.858
Relative energy (zero: lowest compared OMol25 entry of this formula, charge and spin) (kcal per mole): 95.4
HOMO (eV): -9.23
Total energy (eV): -11284.4038
Net charge: 0
Maximum force (Eh/bohr): 0.04557
E_LUMO (eV): -0.37

```
12
Properties=species:S:1:pos:R:3:forces:R:3:mulliken_charge:R:1
C -1.60644 0.97559 2.30886 0.15 -0.36 -0.13 0.306
C -1.46663 0.37293 1.27286 -0.08 0.80 0.89 -0.343
C -1.21476 -0.25864 -0.00242 -0.64 -0.25 0.22 0.329
O -2.08434 -0.87288 -0.60057 1.09 0.52 0.21 -0.559
C 0.20207 -0.15925 -0.49757 -0.17 -0.84 -0.96 0.234
N 0.38980 -0.75506 -1.71676 1.67 1.37 0.91 -0.419
N 1.10064 0.39860 0.22749 -0.29 -0.13 -0.06 -0.376
O 2.36516 0.23358 -0.36762 0.29 1.02 0.69 -0.422
H -1.66687 1.46391 3.27142 -0.09 -0.24 -0.62 0.401
H 1.34378 -0.88163 -2.00660 -0.01 -0.03 -0.03 0.240
H -0.27503 -1.37786 -2.05403 -1.36 -1.00 -0.45 0.248
H 2.91262 0.86072 0.16493 -0.56 -0.88 -0.67 0.361
```
Forces are in eV/Å.

=====

No. 8
One molecule with the formula C4H4N2O2, computed with the ωB97M-V functional and the def2-TZVPD basis.

Calculated values
Molecular weight (g mol⁻¹): 112.09
Kohn-Sham gap (eV): 8.538
Relative energy (zero: lowest compared OMol25 entry of this formula, charge and spin) (kcal per mole): 148.6
HOMO (eV): -9.75
Total energy (eV): -11282.0939
Net charge: 0
Maximum force (Eh/bohr): 0.11806
E_LUMO (eV): -1.21

```
12
Properties=species:S:1:pos:R:3:forces:R:3:mulliken_charge:R:1
N 1.90299 -0.45876 0.98715 0.76 1.10 1.05 -0.483
C 1.36528 0.37696 0.40138 0.67 1.25 0.08 0.458
C 0.61364 1.39677 -0.29367 -0.78 2.27 3.09 -0.312
C -0.69699 1.08598 -0.55472 1.69 -0.59 1.38 -0.298
C -1.34285 -0.17796 -0.10480 -0.08 -3.59 4.89 0.519
O -2.29577 -0.27648 0.77480 2.40 1.54 -4.18 -0.619
N -0.51295 -1.28740 -0.11287 1.20 -1.39 -2.02 -0.155
O 0.74420 -1.31496 -0.92723 -1.45 -1.76 2.89 -0.492
H 0.96263 2.55241 0.18539 -1.15 -3.40 -2.36 0.275
H -1.43015 1.80313 -0.56014 -1.31 2.19 -0.80 0.429
H -0.72829 -2.27572 0.23975 -0.19 2.45 -0.70 0.223
H 1.41826 -1.42397 -0.03502 -1.77 -0.08 -3.33 0.454
```
Forces are in eV/Å.

=====

No. 9
One molecule with the formula C4H4N2O2, computed with the ωB97M-V functional and the def2-TZVPD basis.

Calculated values
Molecular weight (g mol⁻¹): 112.09
Kohn-Sham gap (eV): 9.404
Relative energy (zero: lowest compared OMol25 entry of this formula, charge and spin) (kcal per mole): 116.1
HOMO (eV): -9.36
Total energy (eV): -11283.5031
Net charge: 0
Maximum force (Eh/bohr): 0.13312
E_LUMO (eV): 0.04

```
12
Properties=species:S:1:pos:R:3:forces:R:3:mulliken_charge:R:1
O 2.58328 -0.29094 0.37117 1.87 3.04 -4.48 -0.481
C 1.29904 -0.22565 -0.05721 -1.06 3.82 1.13 0.523
C 0.79782 1.24335 -0.06191 1.43 -4.65 -0.17 -0.035
C -0.49875 1.32172 -0.06795 -6.08 2.49 -1.92 -0.706
C -1.28518 0.09082 -0.23890 -3.63 2.89 4.18 0.698
O -2.65613 -0.03225 0.31122 0.07 -1.58 0.05 -0.622
N -0.78789 -1.00477 -0.22900 2.48 -5.87 -1.08 -0.226
N 0.54477 -1.23103 -0.20633 0.92 -0.80 -0.02 -0.511
H 2.95359 0.52426 -0.35386 -0.57 -3.70 3.58 0.387
H 1.56351 1.95231 -0.00690 0.51 1.48 0.17 0.338
H -1.22449 2.25232 -0.19537 2.18 -1.52 0.75 0.247
H -2.88555 -1.07422 0.70008 1.88 4.42 -2.19 0.388
```
Forces are in eV/Å.

=====

No. 10
One molecule with the formula C4H4N2O2, computed with the ωB97M-V functional and the def2-TZVPD basis.

Calculated values
Molecular weight (g mol⁻¹): 112.09
Kohn-Sham gap (eV): 9.699
Relative energy (zero: lowest compared OMol25 entry of this formula, charge and spin) (kcal per mole): 37.9
HOMO (eV): -9.31
Total energy (eV): -11286.8942
Net charge: 0
Maximum force (Eh/bohr): 0.02499
E_LUMO (eV): 0.39

```
12
Properties=species:S:1:pos:R:3:forces:R:3:mulliken_charge:R:1
C 1.97011 0.09155 0.89339 -0.33 0.15 0.07 -0.974
C 0.68303 0.12618 0.53459 -0.44 0.47 0.93 0.809
C -0.25255 0.97758 1.31413 0.84 -0.64 0.07 0.057
N -0.97672 1.60709 1.94927 -0.12 0.01 -0.24 -0.459
N 0.19842 -0.57577 -0.53853 0.33 0.72 -0.93 -0.531
C -0.96632 -0.47229 -1.05078 0.27 -1.19 0.40 0.733
O -1.15820 -0.98781 -2.26264 -0.64 0.09 -0.15 -0.485
O -2.12907 -0.12934 -0.51084 -0.19 0.48 -0.60 -0.438
H 2.68892 -0.40644 0.26716 0.01 -0.31 -0.03 0.319
H 2.31133 0.55856 1.80004 0.02 0.26 0.03 0.317
H -0.31037 -1.28028 -2.62712 0.00 0.12 0.35 0.357
H -2.05857 0.49097 0.23133 0.26 -0.17 0.12 0.295
```
Forces are in eV/Å.